## 1
The following is a DFT calculation (wB97M-V/def2-TZVPD) of a molecular structure, C53H66Br2Cl2N5O2RbS.

Output
- HOMO: -1.09 eV
- Molecular weight: 1153.39 g/mol
- Charge: -2

Last column: Löwdin charge in e.
Cartesian coordinates (Å):
Rb  -0.4323  -0.2319  0.8421  0.815
Br  3.9600  2.3020  8.2026  0.658
Br  2.1111  -2.0289  5.1045  0.786
Cl  -4.7217  -0.1580  4.3141  0.458
Cl  -1.9345  0.4693  3.5735  0.562
S  -1.6758  3.1994  0.8835  0.914
O  -2.3404  1.8777  0.6798  -0.609
O  1.2340  0.2203  3.2201  -0.160
N  1.3600  -0.7698  -1.4463  0.072
N  0.7103  -2.7806  0.6424  0.032
N  1.5132  2.9412  3.5148  0.180
N  -1.4414  0.0092  -1.8474  0.064
N  -2.9156  -2.1402  0.8350  0.081
C  4.2415  -5.5261  0.9291  -0.096
C  -3.1539  -0.7962  3.7191  -0.968
C  -1.5730  -5.7005  -1.7924  -0.097
C  -2.2942  -2.6015  -1.3727  -0.137
C  -0.9827  5.2880  -0.7461  -0.292
C  -4.9629  3.7493  1.1874  -0.108
C  -1.7421  2.7825  -4.3180  -0.213
C  2.6285  2.6079  5.6412  -0.212
C  2.5687  -1.3193  -1.2422  -0.244
C  2.2900  4.8191  4.7566  -0.046
C  2.9263  0.3418  6.4269  -0.216
C  2.7642  4.0119  5.7469  -0.058
C  -3.5477  -0.4847  -0.8703  0.029
C  1.9831  2.1120  4.4770  -0.120
C  1.5002  0.1434  -2.4500  -0.262
C  1.1535  -5.1267  3.5253  -0.225
C  -4.4705  1.9705  -2.7742  -0.202
C  3.7066  2.5297  -3.3692  -0.095
C  2.8965  0.1956  -2.8902  -0.149
C  -2.3488  -2.5769  -2.8750  -0.184
C  -1.6374  -3.4786  -0.5738  -0.143
C  2.0303  -2.9798  0.5852  -0.240
C  1.1458  5.1134  2.5226  -0.050
C  -2.0582  4.2209  -0.5592  -0.326
C  3.5636  -0.7161  -2.1388  -0.145
C  -4.0200  3.5037  2.3564  -0.292
C  2.8898  -2.3140  -0.2910  0.039
C  3.4552  1.1246  -3.9233  -0.210
C  2.3071  -0.1520  5.2895  -0.606
C  -1.9365  1.7456  -3.2551  -0.164
C  -0.9788  -2.6020  -3.5545  -0.080
C  -0.8033  -4.6603  -0.9765  -0.190
C  -3.0993  1.3970  -2.6155  -0.163
C  -5.3766  1.1317  -3.6787  -0.095
C  0.6168  -6.5086  3.1429  -0.096
C  0.2185  -3.5194  1.6693  -0.287
C  -2.6246  4.0827  2.1674  -0.328
C  0.4827  0.9166  -3.0055  0.038
C  -1.9644  -3.1006  0.7957  -0.290
C  -3.0356  -1.7256  -0.4767  -0.282
C  1.7938  0.6600  4.2349  -0.471
C  2.4388  -3.9214  1.6511  -0.132
C  5.2503  -2.3806  -2.9993  -0.101
C  -0.9012  0.8662  -2.7241  -0.256
C  1.6598  4.2373  3.6342  -0.343
C  5.0117  -1.0889  -2.2133  -0.211
C  3.8334  -4.4050  1.8876  -0.200
C  -1.7116  2.1820  -5.7258  -0.095
C  0.3379  4.6942  -1.2250  -0.107
C  1.3161  -4.2203  2.3490  -0.162
C  3.0936  1.6922  6.6111  -0.658
C  -1.1556  -3.5380  1.8931  0.017
C  -2.7629  0.2761  -1.7629  -0.308
H  3.5948  -6.3970  1.0580  0.063
H  0.7178  4.4894  1.7409  0.030
H  -1.5665  -3.7536  2.8748  0.101
H  0.3814  5.8099  2.8818  0.074
H  4.8995  -2.2720  -4.0281  0.070
H  -2.6412  5.1393  1.8810  0.088
H  -3.3080  -1.2284  2.7287  -0.015
H  4.4224  2.4915  -2.5456  0.073
H  4.6938  -3.2054  -2.5511  0.064
H  -2.5408  3.5304  -4.2589  0.097
H  3.2529  4.4306  6.6172  0.062
H  -4.3873  -0.0277  -0.3535  0.111
H  -0.3006  -1.9064  -3.0590  0.056
H  5.5798  -0.2721  -2.6695  0.096
H  -2.0393  3.9907  3.0835  0.082
H  -2.6584  1.6853  -5.9481  0.064
H  4.5267  -3.5657  1.7786  0.107
H  1.9510  5.7128  2.0883  0.077
H  -3.9209  2.4290  2.5152  0.067
H  2.7825  2.9551  -2.9733  0.059
H  1.1228  5.4510  -1.2767  0.073
H  -0.3444  -6.4177  2.6347  0.066
H  -5.0207  4.8112  0.9259  0.071
H  6.3101  -2.6508  -3.0218  0.059
H  -4.9546  1.0615  -4.6839  0.062
H  -6.3802  1.5606  -3.7543  0.060
H  0.7934  1.6363  -3.7595  0.092
H  3.9352  -4.7452  2.9221  0.098
H  -2.9515  -3.4251  -3.2278  0.098
H  4.0972  3.2053  -4.1361  0.060
H  -2.8026  -1.5176  4.4463  0.024
H  2.3955  5.8967  4.8187  0.100
H  -1.5332  2.9451  -6.4890  0.060
H  -2.4400  -6.0633  -1.2341  0.072
H  -0.8057  3.3235  -4.1449  0.089
H  -4.6314  3.1962  0.3077  0.051
H  -0.9253  1.4286  -5.7987  0.070
H  -2.8885  -1.6846  -3.1907  0.093
H  -4.4293  3.9194  3.2816  0.109
H  0.4723  -4.6599  4.2445  0.094
H  -3.0654  4.6306  -0.4799  0.079
H  3.2806  -0.3537  7.1767  0.081
H  0.2228  4.2475  -2.2139  0.059
H  -0.8295  5.8373  0.1904  0.089
H  2.1116  -5.2381  4.0423  0.092
H  -1.0671  -2.3204  -4.6082  0.066
H  5.4144  -1.2043  -1.2025  0.103
H  -4.9362  2.0505  -1.7849  0.096
H  1.3046  -7.0087  2.4569  0.063
H  4.3905  0.7178  -4.3202  0.096
H  -0.5262  -3.5956  -3.5185  0.054
H  4.1416  -5.1970  -0.1070  0.065
H  3.9424  -2.5703  -0.2148  0.086
H  -4.4087  2.9918  -3.1670  0.097
H  -5.4623  0.1164  -3.2887  0.070
H  -1.9408  -5.2888  -2.7333  0.047
H  -0.9373  -6.5586  -2.0313  0.062
H  5.2767  -5.8388  1.0929  0.060
H  0.0771  -4.3170  -1.5263  0.107
H  0.6859  3.9015  -0.5598  0.066
H  -5.9723  3.4087  1.4250  0.072
H  0.4858  -7.1453  4.0225  0.060
H  -0.4145  -5.1413  -0.0771  0.099
H  -1.3475  6.0255  -1.4671  0.104
H  2.7701  1.1884  -4.7742  0.100
H  -2.0444  3.4922  -1.3762  0.081

---

## 2
The following is a DFT calculation (wB97M-V/def2-TZVPD) of a molecular structure, C53H66Br2Cl2N5O2RbS.

Output
- HOMO: -1.21 eV
- Molecular weight: 1153.39 g/mol
- Charge: -2

Last column: Löwdin charge in e.
Cartesian coordinates (Å):
Rb  0.0704  0.1462  -0.2497  0.789
Br  0.1895  -1.6349  -5.2809  0.700
Br  1.7976  -6.8268  -3.7516  0.659
Cl  -0.3349  1.8999  -2.9028  0.562
Cl  0.2439  4.6687  -3.7625  0.458
S  3.1519  1.1106  -0.4711  0.882
O  2.3519  2.3510  -0.7361  -0.556
O  1.2954  -0.9241  -2.5093  -0.218
N  -1.8678  -1.6862  0.6987  0.056
N  -0.5119  2.1282  1.6632  0.063
N  -2.5918  1.0354  -0.1215  0.050
N  0.1962  -0.5905  2.4959  0.069
N  2.4834  -2.5452  -0.6540  0.171
C  0.7046  4.6515  5.1791  -0.091
C  1.1083  1.4949  3.3692  0.027
C  4.8193  -1.0790  -2.5063  -0.096
C  -2.9315  -1.9788  -0.0691  -0.250
C  2.7607  -5.2651  -1.0860  -0.050
C  -4.4888  1.2956  -1.4147  -0.141
C  -4.2411  -4.1420  -0.8389  -0.208
C  -2.2601  -3.9621  0.7834  -0.143
C  1.9135  0.0379  6.6244  -0.093
C  -2.8147  -5.7461  2.4770  -0.099
C  1.6713  -0.8207  4.2579  -0.155
C  0.4854  -3.8006  5.6133  -0.091
C  -1.4431  -2.8361  1.2560  -0.253
C  0.9793  -2.7605  -3.9656  -0.607
C  5.4552  0.0080  -1.6412  -0.287
C  -5.5286  4.4297  -0.3633  -0.093
C  0.4750  3.8895  2.7840  -0.153
C  0.3902  2.4335  2.6160  -0.267
C  -2.8410  2.3489  -0.2820  -0.274
C  2.1385  -4.4780  -2.0792  -0.204
C  -2.0011  6.3142  2.4721  -0.093
C  -0.7601  5.8630  1.6905  -0.202
C  4.7318  3.8460  0.8435  -0.108
C  3.6181  -2.6048  1.4661  -0.004
C  -4.0361  2.5408  -1.1198  -0.142
C  1.2272  -2.0670  3.9378  -0.183
C  -3.7030  -1.0359  -0.7631  0.044
C  3.2365  -4.6820  0.0529  -0.031
C  -2.1078  3.3841  0.3125  0.009
C  0.2888  -1.8914  2.8245  -0.269
C  3.8931  2.8269  1.6096  -0.292
C  1.4017  -2.1437  -2.7574  -0.480
C  -4.6457  3.8606  -1.4822  -0.201
C  -0.0431  3.5544  -2.3851  -0.985
C  -0.4322  -2.9333  2.2182  0.045
C  -5.7003  0.9146  -2.2064  -0.202
C  4.0209  1.3890  1.1238  -0.316
C  -6.8973  0.5328  -1.3269  -0.098
C  -1.0435  3.2812  1.2253  -0.256
C  1.6552  -4.9662  -3.3145  -0.647
C  -0.4212  4.4211  1.9091  -0.139
C  2.0132  -3.0901  -1.7995  -0.135
C  -3.8081  -4.3502  -2.2967  -0.091
C  2.6231  -0.4272  5.3457  -0.204
C  1.3316  4.6080  3.7798  -0.205
C  0.9961  0.0954  3.3353  -0.265
C  3.0938  -3.2910  0.2352  -0.321
C  1.5553  -3.3676  4.6012  -0.209
C  4.5870  1.2585  -1.5765  -0.332
C  -2.0921  -5.3989  1.1708  -0.205
C  -3.1966  -3.4254  -0.0380  -0.143
C  -3.5607  0.3590  -0.7627  -0.252
C  1.0958  -4.1199  -4.2357  -0.211
H  2.6273  0.3504  7.3933  0.060
H  0.8425  3.5524  -1.7612  -0.004
H  0.7392  -4.5090  -5.1799  0.082
H  4.7957  -0.7704  -3.5545  0.082
H  4.4400  -3.1606  1.9236  0.076
H  -2.4551  -5.1115  3.2900  0.062
H  2.8222  -2.4857  2.2056  0.061
H  3.7252  -5.2793  0.8146  0.101
H  0.7330  -4.7615  6.0745  0.061
H  -6.6369  -0.2896  -0.6587  0.066
H  -2.4439  4.3941  0.0876  0.091
H  -1.8260  6.2345  3.5471  0.059
H  5.1256  2.1478  -1.2491  0.073
H  3.9571  -1.6023  1.2041  0.059
H  4.1772  2.8335  2.6665  0.105
H  -3.6005  -3.3894  -2.7712  0.071
H  -2.8541  5.6767  2.2301  0.063
H  4.6839  4.8227  1.3308  0.067
H  -5.4577  0.0743  -2.8636  0.105
H  3.7907  -1.2596  -2.1933  0.036
H  4.3547  3.9630  -0.1724  0.062
H  1.7959  1.9028  4.1074  0.094
H  -0.9130  3.9054  -1.8474  0.000
H  2.5239  -3.2964  5.1058  0.097
H  -6.3547  3.7469  -0.1506  0.061
H  -5.9888  1.7449  -2.8570  0.094
H  -0.2163  -3.9355  2.5798  0.092
H  0.0916  6.4888  1.9738  0.096
H  -4.9502  4.5392  0.5566  0.063
H  -7.1994  1.3778  -0.7037  0.060
H  -2.6598  -6.7922  2.7575  0.059
H  0.3825  -3.0534  6.4027  0.061
H  5.0628  1.0750  1.0108  0.085
H  -4.5745  -4.8695  -2.8798  0.060
H  5.7846  3.5457  0.7972  0.069
H  3.2786  -1.2701  5.5828  0.095
H  3.2712  0.3790  4.9880  0.097
H  6.4340  0.2862  -2.0425  0.100
H  0.5370  3.6383  5.5500  0.064
H  -2.2676  7.3501  2.2423  0.061
H  -0.9294  6.0390  0.6240  0.101
H  -2.8863  -4.9339  -2.3363  0.073
H  1.6596  -4.1499  3.8424  0.100
H  -0.2646  5.1533  5.1480  0.060
H  -2.4632  -6.0424  0.3681  0.100
H  -3.8885  -5.5711  2.3752  0.069
H  4.1256  1.4593  -2.5466  0.102
H  2.3074  4.1173  3.8475  0.088
H  -1.0274  -5.6250  1.2761  0.103
H  -0.4831  -3.8925  5.1187  0.064
H  5.6394  -0.3767  -0.6318  0.091
H  -4.5380  -1.4299  -1.3366  0.090
H  -4.4592  -5.1124  -0.3820  0.095
H  -5.2425  3.7551  -2.3930  0.096
H  1.2513  0.8776  6.4041  0.064
H  1.2985  -0.7675  7.0320  0.061
H  5.3680  -2.0210  -2.4383  0.076
H  2.8624  -6.3307  -1.2454  0.065
H  -5.1766  -3.5748  -0.8171  0.099
H  2.8416  3.1136  1.5632  0.085
H  -7.7554  0.2285  -1.9336  0.060
H  -5.9453  5.4055  -0.6317  0.060
H  3.5232  0.7173  1.8285  0.067
H  -3.8551  4.5800  -1.7146  0.100
H  1.5224  5.6299  3.4371  0.098
H  1.3457  5.1809  5.8908  0.061

---

1 is the least stable structure shown above.